Density functional theory data (wB97M-V/def2-TZVPD) for 14 unconnected molecules or ions with the total composition C50H91N3O23 at a distorted geometry.

Each line ends with the Mulliken charge.
Cartesian coordinates (Å):
1 C -13.00993 -14.78861 -23.88135  -1.0412
2 C -13.03428 -13.53760 -24.47345  -0.3223
3 C 0.57831 -9.85148 -22.70305  0.8990
4 N -11.86341 -13.31777 -25.06775  0.0951
5 H -12.61984 -9.73222 -25.23617  0.2322
6 H -7.46422 -11.62235 -16.65485  0.4198
7 C -3.07216 -6.65078 -26.18764  -0.7015
8 H -8.88040 -12.73987 -21.48554  -0.0595
9 H -6.54332 -9.31437 -24.25087  0.0443
10 O -5.39373 -14.19038 -15.58148  -0.4166
11 C -8.56774 -16.48062 -21.81082  0.0172
12 C -4.18940 -16.18525 -19.65559  -0.3216
13 H -6.08949 -10.48518 -16.69329  0.0344
14 H -3.46748 -6.42918 -20.55180  0.2421
15 H -8.35654 -13.69987 -22.99177  -0.7544
16 C -12.43522 -13.13263 -20.96993  -0.0039
17 C -6.46521 -10.09783 -19.35104  0.7407
18 N -3.35474 -7.40764 -20.33520  0.1055
19 H -2.43397 -7.17830 -18.36961  0.4678
20 O -7.20707 -12.09618 -22.37182  0.2853
21 H -5.78290 -11.99435 -18.50849  -1.2802
22 C -1.04573 -12.55689 -19.42152  0.3805
23 H -11.89908 -8.24326 -24.59008  0.3556
24 H -7.50951 -7.96792 -24.72920  0.4237
25 C -11.68133 -15.30598 -24.08889  0.0631
26 C -5.03167 -7.37819 -25.13200  0.9858
27 C -6.63704 -11.33705 -18.56936  2.3541
28 O -5.47552 -7.73329 -26.18357  -0.6075
29 H -12.08109 -12.10508 -21.19782  -0.0174
30 H -3.71941 -10.53128 -15.52160  0.3732
31 H -2.85703 -5.54540 -26.25254  0.2641
32 O -4.84658 -15.73545 -25.27774  -0.5849
33 H -7.18134 -17.37462 -24.09795  0.2632
34 O -6.56815 -13.96688 -21.31360  -0.5845
35 C -5.86477 -13.62494 -24.94651  1.4252
36 H -5.08012 -15.68456 -27.29921  0.4301
37 O -8.91587 -15.76348 -20.88878  -0.3584
38 H -3.60169 -7.04596 -27.04972  0.3510
39 H -2.19090 -7.23794 -26.03484  0.1595
40 O -0.79707 -12.04704 -20.73464  -0.2157
41 H -6.82413 -13.54692 -26.87066  0.3708
42 H -2.93827 -10.51255 -21.01367  -0.3536
43 C -3.01208 -9.54014 -20.55148  2.6713
44 H -9.20928 -13.00151 -17.22412  0.2520
45 C -4.44361 -13.46951 -16.24829  0.6228
46 H -4.06268 -8.29712 -22.09869  0.5643
47 O -5.61635 -7.48868 -23.92496  -0.3221
48 C -8.10906 -16.88098 -24.14375  -0.7366
49 C -2.72024 -7.84894 -19.14894  -1.7434
50 H -0.02847 -10.36985 -21.95961  -0.5748
51 C -5.86927 -13.88280 -26.42114  -0.4493
52 H 0.18362 -8.07155 -21.62254  0.0956
53 C -4.81692 -14.57604 -24.34651  1.0723
54 N -4.98344 -16.12361 -20.78917  1.1537
55 H -0.51800 -7.99285 -23.24939  0.2641
56 C -6.31228 -12.82734 -21.75002  -0.3508
57 C -9.06038 -18.42956 -20.61800  -0.7871
58 C -3.79011 -17.92860 -21.01370  -1.1256
59 O -10.25118 -12.49799 -19.67309  0.1251
60 H 2.06378 -7.02847 -22.46419  0.2666
61 C -8.53269 -12.70782 -22.52650  0.6765
62 C 0.28968 -8.39301 -22.69226  -0.1855
63 H -7.85384 -8.91192 -16.78922  0.3565
64 H -7.17744 -8.31322 -22.93703  0.1196
65 C -0.79873 -14.06227 -19.47873  0.0540
66 O 1.91177 -9.94471 -22.37691  -0.4104
67 H -2.08427 -12.21125 -19.13610  -0.8820
68 H -2.62488 -10.74257 -27.40280  0.4439
69 H 2.47093 -9.47880 -24.27612  0.2497
70 O -10.78900 -13.93686 -17.97926  -0.4986
71 H 3.59600 -9.07375 -22.93170  0.3200
72 H -6.82877 -13.86470 -24.46975  -1.0395
73 C 0.21091 -12.77320 -21.34924  -0.4627
74 H -9.38125 -14.68828 -16.84991  0.1910
75 H -5.13336 -14.90641 -23.33983  -0.7630
76 C -4.11095 -12.94936 -21.06605  0.0943
77 H -3.84065 -11.25424 -17.15623  -0.1588
78 H -4.22002 -12.91959 -19.95132  -0.6296
79 H -2.38861 -9.31863 -23.81365  -0.2728
80 H -2.00710 -9.88592 -18.60868  0.5681
81 C -11.75800 -9.29445 -24.74733  -0.8589
82 H -5.29559 -16.01922 -16.66214  0.2847
83 H -13.87597 -15.29351 -23.46325  0.4139
84 H -8.88887 -10.06268 -17.71424  0.0733
85 C -6.80602 -8.28419 -23.95436  -0.3727
86 O -10.98794 -9.96180 -21.40061  -0.3138
87 O -3.98930 -12.48207 -15.50897  -0.4098
88 H -3.82478 -14.18366 -24.20688  0.0588
89 H -0.31716 -12.02626 -18.80324  0.4897
90 H -3.15009 -12.13465 -23.54735  -1.5819
91 C -2.29672 -10.69301 -26.34714  -0.8273
92 H -2.32698 -11.57693 -16.25787  0.3563
93 C -0.04053 -14.21347 -20.82118  -0.8925
94 H -11.95470 -13.93069 -21.55438  0.0444
95 O -11.74750 -9.95448 -23.46117  -0.2513
96 H -5.22774 -17.26068 -22.53149  0.4645
97 H -1.68750 -12.75196 -25.75176  0.4467
98 H -3.32942 -18.86304 -21.41379  0.3577
99 O -3.06066 -9.76841 -25.66261  -0.4601
100 H 0.34177 -10.23504 -23.70085  0.0568
101 C -11.05063 -13.23878 -19.14929  0.4183
102 H -13.89450 -12.89516 -24.69258  0.3863
103 C -4.76372 -17.19850 -21.55773  -0.4048
104 H -6.56845 -14.81718 -17.13257  -0.1618
105 H -10.84927 -9.65249 -25.25505  0.3138
106 H -5.53881 -9.64418 -19.13634  -0.1642
107 H -8.91411 -19.48812 -20.80070  0.2808
108 C 1.64876 -7.79545 -23.16072  -0.6500
109 C -2.44045 -9.19391 -19.31232  -0.7250
110 H -8.97399 -17.54500 -24.14074  0.4775
111 C -3.52932 -8.44572 -21.17874  -1.7026
112 O -5.15575 -12.22444 -21.70531  1.3966
113 H -8.52736 -18.02266 -19.74415  0.2793
114 H -9.05504 -9.32446 -20.90097  0.1050
115 C -10.83958 -9.35349 -22.58176  0.8633
116 H -0.59603 -14.88993 -21.48088  0.2640
117 H -9.20392 -12.00683 -23.02174  -0.3617
118 H 1.23851 -12.45519 -21.09323  0.4142
119 C -3.01379 -10.06265 -24.28383  0.8624
120 H -8.08349 -16.20691 -24.99614  -0.1079
121 O -8.57550 -17.80248 -21.80760  -0.4012
122 H -10.42435 -8.52269 -20.04455  0.4972
123 H -5.66419 -12.61522 -24.52573  -0.0601
124 C -3.41298 -11.35833 -16.16905  -0.3281
125 C -7.86306 -9.71327 -17.53325  -0.5678
126 C 2.52341 -9.05545 -23.28567  -0.4248
127 H -10.10155 -10.22936 -19.62561  -0.2248
128 C -2.50669 -11.49257 -24.20821  3.0248
129 O -7.44339 -9.18907 -18.79217  -0.5457
130 H -1.49040 -11.57306 -23.71914  -1.1873
131 O -8.25478 -15.96926 -22.99917  0.7170
132 H -11.27438 -16.25876 -23.71508  0.3954
133 H -10.06990 -14.29275 -25.27072  0.7312
134 C -2.49075 -12.03307 -25.61850  0.5031
135 C -3.41776 -17.32031 -19.79197  -1.1983
136 H -7.44315 -11.99455 -18.89271  -0.8656
137 O -4.13515 -13.68907 -17.40464  -0.2863
138 H -2.57521 -17.56681 -19.15336  0.4219
139 C -11.02759 -14.37140 -24.85902  -0.9584
140 H -5.63025 -15.33992 -20.89875  -0.0026
141 H 1.50104 -7.28388 -24.12124  0.2731
142 H -1.72421 -14.60972 -19.26319  -0.1417
143 H -8.99027 -14.22652 -18.60696  -0.1567
144 H -1.21593 -10.30582 -26.38518  0.2382
145 H -5.05595 -13.33183 -26.89239  0.1919
146 C -6.96189 -10.85365 -17.21458  -0.3987
147 H -6.76681 -15.77979 -15.67497  0.2662
148 H -11.63099 -12.46696 -25.53863  0.2370
149 H -4.28203 -15.39342 -18.97596  1.1352
150 H -13.50894 -13.07317 -21.22955  0.2769
151 C -5.64907 -15.39248 -26.42243  -0.6701
152 H -4.05117 -14.00160 -21.34274  0.0347
153 O -12.31715 -13.44299 -19.54322  -0.4545
154 H -0.11989 -14.28618 -18.58986  0.2990
155 H -10.09559 -18.30780 -20.33522  0.2999
156 H -3.15313 -12.49798 -21.38074  -0.7374
157 H -6.53451 -16.04021 -26.35952  0.2065
158 C -6.02011 -15.27431 -16.33067  -0.1408
159 H 0.94318 -14.73974 -20.78643  0.4014
160 C -10.04478 -9.45942 -20.41029  -0.2723
161 H -3.42248 -12.48483 -25.99489  -0.6964
162 H -3.99476 -10.02303 -23.88347  -0.5268
163 O -3.83132 -6.78611 -24.96724  -0.3175
164 O -10.09415 -8.50056 -22.85067  -0.5573
165 C -9.45204 -13.95160 -17.67704  -0.0050
166 H -6.76590 -10.34285 -20.36961  -0.0752
167 H 0.08866 -12.72823 -22.45896  0.2600

Computed properties:
2S+1 = 1
Total charge = 0
LUMO = 0.4 eV
HOMO level = -7.93 eV

=====

Density functional theory data (wB97M-V/def2-TZVPD) for a molecular structure, C17H32As3N2O2Tc.

Each line ends with the Mulliken charge.
Cartesian coordinates (Å):
1 H -1.00084 1.44710 -2.19899  0.2583
2 N -0.29607 3.87004 0.99524  1.0146
3 H 0.76497 -1.72352 -2.54588  0.6018
4 C -0.40413 -3.15156 0.42273  -1.2091
5 C -1.72957 -2.17259 -1.49055  -2.1160
6 H 2.54856 0.40346 1.37925  0.4297
7 C 2.58981 -4.70278 0.46573  -0.9020
8 As -2.71469 -0.53730 -0.90195  0.2681
9 H -1.39617 -3.53080 0.68433  0.7042
10 C -2.03774 0.95057 -2.12564  -0.8712
11 C -0.21296 5.77709 2.48837  -0.3347
12 H -0.14790 -6.66870 0.01347  0.3881
13 H -2.49855 -2.93081 -1.31627  0.6582
14 C -0.37236 5.28247 1.19371  0.7171
15 H -1.39212 -0.18920 1.50822  0.3803
16 C -0.26791 7.14548 2.66618  -0.5946
17 H 2.21093 0.68236 -2.78032  0.4230
18 H -0.52582 9.05748 1.73180  0.4217
19 H -2.00984 0.39944 -3.06849  0.4943
20 H -1.72272 -2.03984 -2.57747  0.5554
21 H 0.65677 -4.60788 -1.74796  0.4246
22 H -1.10946 -4.76723 -1.66475  0.4062
23 H -0.71346 5.68921 -0.90100  0.3838
24 C 0.82541 -1.92887 -1.47326  -1.6678
25 H -0.34987 -3.87645 -2.97863  0.5194
26 C -0.48201 7.98802 1.57878  -0.4707
27 C -0.37688 -2.79491 -1.07872  2.2221
28 N 0.16099 3.06993 1.84603  -0.3548
29 H -2.91929 -1.04373 1.49134  0.4118
30 H 2.61088 -5.09941 -0.55097  0.4030
31 O -0.72681 3.34336 -0.17619  -0.9724
32 H 3.06981 -3.72894 0.50530  0.2590
33 H 3.12164 -5.39221 1.12192  0.4259
34 H -0.81126 8.12871 -0.53692  0.3969
35 As 0.76717 -4.59969 1.11306  0.5817
36 H -2.94852 0.70451 1.35225  0.4611
37 Tc -0.69554 1.43746 -0.29727  0.4319
38 H -0.22082 -2.28006 1.05415  0.0761
39 H -2.81234 1.71061 -2.20925  0.5759
40 H 1.37874 -0.83380 1.82771  0.3664
41 H 1.75397 -2.49114 -1.33173  0.4952
42 H 2.85750 -1.27617 0.92444  0.4009
43 C -0.09059 -6.32592 1.04840  -0.9853
44 H -0.15046 7.55832 3.65811  0.4119
45 H -1.08863 -6.25178 1.47582  0.3905
46 H -0.05666 5.11456 3.32652  0.4543
47 H 2.94312 1.46296 -1.36201  0.4238
48 H 0.50839 -7.02698 1.62861  0.4167
49 C -0.59316 6.10023 0.09039  -0.4103
50 O 0.14193 1.83347 1.43569  -0.4422
51 C 2.59254 0.51782 -1.77399  -1.2508
52 As 1.19400 -0.18372 -0.63724  1.1650
53 C -2.39120 -0.18683 1.06607  -1.0577
54 C -0.29075 -4.08902 -1.91103  -1.8351
55 C 2.08010 -0.52456 1.05483  -1.2060
56 H 3.42488 -0.18465 -1.81278  0.4385
57 C -0.64501 7.46642 0.30076  -0.5766

Computed properties:
2S+1 = 4
Total charge = +3
LUMO (spin up / spin down) = -10.8 / -11.2 eV
Energy above the lowest of the compared OMol25 structures with the same formula, charge and spin = 32.74 kJ/mol
HOMO level (spin up / spin down) = -16.60 / -16.62 eV

=====

Density functional theory data (wB97M-V/def2-TZVPD) for a molecular structure, C30H38N9S2Sn.

Each line ends with the Mulliken charge.
Cartesian coordinates (Å):
1 H -2.30821 -5.14523 -3.40232  0.4553
2 C -3.63204 -2.74564 -3.37148  -1.5500
3 N -0.90740 4.28727 2.94572  -0.3172
4 C 3.04947 2.18326 -0.96119  -0.9037
5 H -4.27579 -2.99648 -2.52798  0.3507
6 H 3.24203 -3.14865 1.61617  0.5517
7 N -0.91038 -0.47444 0.18294  0.5304
8 C 1.58471 0.78679 -2.20679  -0.3166
9 C 2.44256 0.90901 3.50224  0.6199
10 C -1.95997 -1.30826 0.30576  -0.6090
11 H -2.95306 1.71569 2.15626  0.5786
12 N -1.69061 5.24832 1.03636  -0.3880
13 C 4.08314 0.67014 -3.96863  -1.5065
14 N 1.30302 1.00169 0.14189  0.3343
15 H -1.71064 -3.44293 -5.13316  0.4224
16 S -1.13739 2.73069 0.71219  -0.3703
17 C 2.68197 1.65939 -2.19996  -0.0877
18 H 5.28310 2.70870 -2.61557  0.4234
19 C 4.48997 3.04312 -3.28668  -2.0792
20 C 2.41239 2.46076 -4.54427  -1.5783
21 H -3.80067 -1.70168 -3.64073  0.3737
22 H -0.86414 3.12639 4.53829  0.2860
23 H -1.76814 6.14933 1.48740  0.2192
24 C 1.67854 -1.73410 1.86953  -0.3966
25 C -0.24231 -0.44410 -0.98288  0.5635
26 H 1.24876 0.36209 -3.14031  0.6368
27 H 1.89513 3.36385 -4.21590  0.3648
28 C -4.14836 -0.00582 4.77470  -0.5449
29 C 0.76318 -3.26531 3.90806  -0.7987
30 H 2.94912 2.69915 -5.46188  0.4700
31 H 0.61762 3.37455 3.83707  0.3015
32 H -0.03981 -1.21780 -2.95622  0.6873
33 H -1.94697 5.19968 0.06221  0.2282
34 H -0.92263 -4.70218 -2.40438  0.3712
35 H -3.08454 -1.61697 5.67897  0.5306
36 H -3.94510 -3.36305 -4.21267  0.4716
37 C 0.11583 -2.08551 3.52705  0.5706
38 C -0.61335 -1.25031 -2.04387  -0.4910
39 C -2.14755 -3.01899 -3.07490  1.8646
40 N 0.55921 -1.32626 2.52869  0.3223
41 H 4.95530 3.26576 -4.24567  0.4239
42 H 1.66774 1.70462 -4.79642  0.3541
43 H -2.55794 -4.69666 -1.71983  0.3630
44 H 2.60808 2.24817 1.14100  0.6255
45 C -1.33136 -2.79229 -4.34671  -2.0596
46 C 3.41735 1.97333 -3.48880  1.7776
47 Sn -0.09946 0.72579 1.86209  1.6950
48 C -2.37839 -2.11992 -0.71573  -1.1828
49 H 2.03002 -1.08632 1.07755  0.4920
50 H 3.34699 -0.10225 -4.19895  0.3530
51 H -0.27639 -3.03937 -4.20883  0.4323
52 C 0.92616 0.47418 -1.03939  -0.1989
53 N 1.39972 1.34420 3.08209  -1.0226
54 N -0.37034 3.21645 3.65578  -0.5121
55 H 3.88343 2.86252 -0.86737  0.5465
56 H -4.94055 1.61067 3.55594  0.5051
57 N -1.01572 -1.71996 4.23487  0.0984
58 C 1.88488 -3.66587 3.22731  -0.6325
59 H -3.23231 -2.76235 -0.55499  0.5469
60 C -1.96994 -4.47593 -2.61169  -1.5328
61 C -1.97786 -0.75899 4.04906  0.7430
62 H 4.77695 0.27869 -3.22302  0.3752
63 H -5.00278 -0.08566 5.43358  0.4657
64 H 2.39629 -4.57611 3.51049  0.4699
65 H -2.47340 -1.30561 1.25674  0.4424
66 H 4.07075 3.97592 -2.90404  0.4501
67 H -1.22583 -2.34509 4.99836  0.2167
68 C 2.34155 1.84658 0.17259  -0.9876
69 C -4.11283 0.94241 3.74281  -1.1056
70 H 0.37044 -3.84904 4.73025  0.4973
71 H -0.95726 5.19584 3.39272  0.2052
72 H -1.41521 -1.76544 -4.70993  0.4606
73 S 3.80156 0.38883 4.05873  -0.2562
74 C -3.00059 1.00570 2.96240  -0.3805
75 C -1.23828 4.17593 1.66365  0.9506
76 H 4.64696 0.87104 -4.87927  0.4504
77 C -1.70368 -2.11253 -1.94408  0.1716
78 N -1.90588 0.19676 3.09965  0.2478
79 C -3.08524 -0.85056 4.91503  -1.0246
80 C 2.35635 -2.87960 2.17232  -1.0547

Computed properties:
2S+1 = 1
Total charge = +3
LUMO = -8.4 eV
Energy above the lowest of the compared OMol25 structures with the same formula, charge and spin = 0.00 kJ/mol
HOMO level = -16.54 eV

=====

no.,electronic energy (a.u.)
1,-3854.40358
2,-7713.83308
3,-2668.69586